[1]
{
  "formula": "C20H16BrN3O6S2Ti",
  "method": "wB97M-V/def2-TZVPD",
  "gap_ev": [3.99, 4.10],
  "lumo_ev": [4.27, 4.27],
  "e_above_lowest_ev": 0.000,
  "energy_ha": -5607.51505,
  "charge": -2,
  "spin_multiplicity": 1,
  "symbols": ["H", "N", "H", "H", "S", "H", "O", "O", "C", "C", "O", "H", "C", "C", "C", "C", "S", "C", "O", "Ti", "H", "O", "Br", "H", "H", "C", "C", "C", "C", "C", "C", "C", "C", "C", "H", "H", "N", "H", "C", "N", "H", "C", "C", "C", "O", "H", "H", "H", "H"],
  "coordinates": [[0.06888, 5.38613, 2.11249], [-0.58519, -1.24456, -1.49717], [-3.38417, -2.56842, -2.87308], [-1.66880, -0.11143, 2.78188], [0.96505, 0.56700, 1.98983], [6.10230, -2.84751, -0.95004], [2.12328, 0.60183, 1.12540], [-2.81042, -2.44867, 2.80574], [5.03637, -2.67310, -0.84561], [-2.15808, 5.61499, 0.57390], [-0.07702, -3.81931, -1.12474], [-1.61257, 6.18945, -0.17955], [-1.41222, 4.35930, 0.94428], [4.33224, -2.00835, -1.85645], [4.38075, -3.10941, 0.27700], [-0.71017, -0.00664, -2.05395], [2.01763, -3.39470, 1.71831], [-1.12553, 1.96226, 0.80794], [-1.39394, -2.75548, 1.10144], [0.23950, -2.21912, 0.07576], [-0.54345, -1.20609, 3.57163], [-1.81869, -4.49485, -2.38897], [0.81497, 1.13142, -1.93802], [2.37840, -1.29078, -2.40147], [-2.29944, 6.26406, 1.44092], [-2.89967, -0.45214, -2.91573], [-1.14927, -3.62500, -1.83573], [-2.68354, -1.78748, -2.60766], [0.01227, 2.04109, 1.59112], [2.99290, -2.88063, 0.40836], [-1.82161, -2.13924, 2.15590], [0.43526, 3.27662, 2.06734], [-1.51734, -2.18378, -1.98458], [-0.26853, 4.42310, 1.74076], [1.31466, 3.32344, 2.69733], [-1.81714, 1.44903, -3.10525], [2.34028, -2.21550, -0.57284], [-1.44769, 0.99620, 0.43953], [-0.98170, -0.94757, 2.60297], [0.04461, -0.63654, 1.61261], [4.89416, -3.63165, 1.07244], [2.98374, -1.80556, -1.66606], [-1.80973, 0.44066, -2.71461], [-1.83155, 3.11660, 0.49015], [1.20377, 0.70667, 3.41589], [4.81762, -1.65416, -2.75511], [-2.71873, 3.04129, -0.12964], [-3.81210, -0.11279, -3.38776], [-3.14035, 5.37934, 0.16308]],
  "forces_ev_per_angstrom": [[0.0, 0.0, 0.0], [0.0, -0.1, 0.4], [0.0, 0.0, 0.0], [0.0, 0.0, 0.0], [0.0, -0.1, 0.0], [0.0, 0.0, 0.0], [0.0, 0.0, 0.0], [0.0, 0.0, 0.0], [0.0, 0.0, 0.0], [0.0, 0.0, 0.0], [0.0, 0.1, 0.1], [0.0, 0.0, 0.0], [0.0, 0.0, 0.0], [0.0, 0.0, 0.0], [0.0, 0.0, 0.0], [0.1, -0.1, -0.1], [0.0, 0.0, 0.0], [0.0, 0.0, 0.0], [0.0, 0.0, -0.1], [-0.4, 0.0, -0.4], [0.0, 0.0, 0.0], [-0.1, -0.2, 0.0], [0.0, 0.0, 0.1], [0.0, 0.0, 0.0], [0.0, 0.0, 0.0], [0.3, -0.1, 0.0], [0.1, 0.2, 0.0], [-0.2, 0.4, -0.1], [0.0, 0.0, 0.0], [0.0, 0.0, 0.0], [0.0, 0.0, 0.0], [0.0, 0.0, 0.0], [0.4, -0.1, 0.2], [0.0, 0.0, 0.0], [0.0, 0.0, 0.0], [0.0, 0.0, 0.0], [0.0, 0.0, 0.1], [0.0, 0.0, 0.0], [0.0, 0.0, 0.0], [0.1, 0.0, 0.1], [0.0, 0.0, 0.0], [0.0, 0.0, 0.0], [-0.3, -0.2, -0.1], [0.0, 0.0, 0.0], [0.0, 0.0, 0.0], [0.0, 0.0, 0.0], [0.0, 0.0, 0.0], [0.0, 0.0, 0.0], [0.0, 0.0, 0.0]]
}

=====

[2]
{
  "formula": "C20H16BrN3O6S2Ti",
  "method": "wB97M-V/def2-TZVPD",
  "gap_ev": [3.24, 3.24],
  "lumo_ev": [4.11, 4.11],
  "e_above_lowest_ev": 0.931,
  "energy_ha": -5607.48085,
  "charge": -2,
  "spin_multiplicity": 1,
  "symbols": ["O", "O", "H", "C", "O", "C", "H", "H", "H", "C", "C", "H", "Ti", "H", "C", "H", "S", "C", "H", "C", "N", "O", "C", "H", "C", "H", "H", "Br", "C", "C", "O", "N", "C", "C", "C", "N", "S", "C", "H", "C", "C", "H", "O", "C", "H", "H", "H", "C", "C"],
  "coordinates": [[-1.79940, -1.31286, 2.66395], [-2.60506, -4.52347, -0.27728], [-1.46538, 2.92592, -1.99380], [0.60902, 3.14279, -1.39850], [-0.71519, -3.33109, -0.09906], [2.47700, -3.44315, -0.29191], [-1.95252, 5.26087, 3.85067], [0.63557, 4.22015, -1.52714], [-3.44774, 3.49060, 2.39849], [-2.44014, 1.66324, 1.91463], [-0.56540, 1.07203, -1.45713], [-1.45767, 0.49779, -1.65365], [0.09094, -1.60712, -0.57795], [4.53320, -4.81227, -2.59166], [1.71580, 2.45880, -0.98002], [-0.40622, 5.58989, 3.06228], [3.04303, 0.27574, -0.13214], [-0.09644, 3.08679, 2.30450], [4.06683, -4.83063, -0.10779], [3.71889, -4.22997, -2.17901], [0.50349, 0.36167, -1.02601], [0.27355, -1.02219, 1.34341], [-1.31941, 3.72450, 2.48890], [0.82193, 3.64530, 2.44576], [-1.99199, -3.47117, -0.12724], [-1.91911, 5.76692, 2.16351], [-3.34375, 1.09092, 1.74053], [2.17534, -3.41697, 1.59717], [-0.03545, 1.74839, 1.95331], [-0.56642, 2.43140, -1.64879], [0.70463, -2.08881, -4.40591], [-1.87383, -1.01644, 0.12923], [-2.77689, -2.16444, 0.11795], [-2.49080, 2.99431, 2.27196], [-1.20855, 1.03474, 1.76466], [1.67454, -2.63948, -1.03190], [-1.16984, -0.71836, 1.50461], [3.47556, -4.23202, -0.78545], [2.64563, 2.96732, -0.77151], [2.86359, -3.49676, -2.98052], [0.72235, -2.17601, -3.17809], [-3.53705, -2.03866, -0.65259], [-0.26590, -1.80706, -2.38837], [-1.39928, 5.16620, 2.91336], [2.95305, -3.47465, -4.05925], [-3.27835, -2.28779, 1.08200], [0.91015, 1.23682, 1.80447], [1.83387, -2.76285, -2.41843], [1.67985, 1.05116, -0.77427]],
  "forces_ev_per_angstrom": [[0.1, 0.2, 0.0], [0.0, 0.2, 0.0], [0.0, 0.0, 0.0], [0.2, -0.1, 0.1], [-0.8, -1.1, 0.3], [0.4, -0.4, 0.2], [0.0, 0.0, 0.0], [0.0, 0.0, 0.0], [0.0, 0.0, 0.0], [0.0, -0.2, -0.1], [0.4, 0.2, -0.3], [0.0, 0.0, 0.0], [1.0, -1.6, -0.4], [0.0, 0.0, 0.0], [-0.3, 0.2, -0.2], [0.0, 0.0, 0.0], [0.2, 0.0, 0.1], [-0.2, 0.3, 0.1], [0.0, 0.0, 0.0], [0.2, -0.1, -0.1], [0.7, 2.5, -0.3], [-0.3, 0.5, 1.5], [0.1, -0.2, -0.1], [0.0, 0.0, 0.0], [-0.3, -0.3, 0.2], [0.0, 0.0, 0.0], [0.0, 0.0, 0.0], [0.2, -0.1, -0.1], [0.0, -0.5, -0.2], [-0.4, 0.0, -0.1], [-0.1, 0.1, 0.2], [-0.2, 0.4, 0.9], [0.2, -0.2, 0.1], [0.1, 0.2, 0.1], [0.0, 0.3, 0.2], [0.2, 0.3, -0.1], [-0.7, 0.0, 0.5], [-0.3, 0.3, -0.1], [0.0, 0.0, 0.0], [-0.1, 0.1, 0.1], [0.4, -0.3, -0.7], [0.1, 0.0, -0.1], [-0.4, 0.0, -1.8], [0.0, 0.0, 0.0], [-0.1, -0.1, 0.0], [-0.1, 0.0, -0.1], [0.0, 0.1, 0.1], [0.1, -0.1, -0.1], [-0.3, -0.4, 0.2]]
}

=====

[3]
{
  "formula": "C20H16Cl2CrN3O2S8",
  "method": "wB97M-V/def2-TZVPD",
  "gap_ev": [4.19, 4.16],
  "s2": 3.90,
  "lumo_ev": [3.96, 3.85],
  "e_above_lowest_ev": 0.000,
  "energy_ha": -6236.99915,
  "charge": -2,
  "spin_multiplicity": 4,
  "symbols": ["C", "Cl", "C", "C", "N", "S", "S", "S", "H", "H", "H", "C", "H", "C", "H", "Cl", "C", "C", "H", "S", "C", "C", "S", "C", "C", "C", "N", "C", "H", "C", "H", "H", "C", "H", "N", "C", "C", "S", "O", "S", "C", "H", "C", "Cr", "H", "C", "H", "O", "H", "H", "S", "H"],
  "coordinates": [[0.83679, 0.66781, 3.65899], [3.86994, 0.36812, 0.50255], [-0.61083, -0.77680, -3.71872], [-0.72854, -4.65487, 1.04442], [1.04275, 1.59107, 4.62233], [-3.42597, -7.77720, 0.10564], [-3.25931, -4.88254, 0.27998], [-0.74307, -6.31305, 0.34663], [2.41402, 2.62958, 5.88442], [-3.86759, 3.49119, 1.63143], [-3.32269, 5.90054, 1.02973], [-0.64510, 3.03097, 0.59098], [0.65341, 4.58337, -0.16220], [-1.16408, -0.28379, -5.97932], [0.23321, -0.88165, -7.49742], [3.96346, -2.41139, 1.46271], [-2.91487, 3.80913, 1.20673], [3.38748, -1.33955, 0.13982], [2.80422, 0.60044, 3.01954], [-2.22843, -2.28152, 1.35138], [-0.33795, 4.37196, 0.22314], [0.93035, -1.36741, -5.50682], [-0.70687, 0.11256, 3.21838], [-1.29692, 5.37746, 0.40220], [0.60952, -1.31049, -4.12205], [0.04160, -0.83418, -6.43604], [-0.86995, -0.37529, -1.20067], [-2.02479, 2.74864, 0.94180], [-1.88792, 0.09864, -6.68763], [-2.57496, 5.12875, 0.86733], [0.24315, 1.81607, 5.19767], [3.02625, 2.25788, 4.29952], [1.88841, -1.52605, -0.14284], [1.25335, -1.65594, -3.31299], [1.87174, 0.17404, 3.01833], [2.39928, 1.84925, 5.11588], [-1.90601, -3.94457, 0.87055], [0.72372, -4.15781, 1.73874], [1.74434, -1.93047, -1.29732], [-2.68182, 1.12741, 0.87962], [-1.50822, -0.26251, -4.63157], [-1.02975, 6.39461, 0.20703], [-2.48697, -6.45827, 0.23545], [-0.71401, -0.11887, 0.72300], [4.01636, -1.58374, -0.70988], [-0.78528, -0.57680, -2.34894], [2.95382, 0.96093, 5.46872], [1.06517, -1.31875, 0.80716], [1.64074, -0.40890, 2.19508], [-2.39180, 0.24905, -4.25226], [0.61365, 1.85438, 0.50410], [1.88698, -1.76143, -5.78434]],
  "forces_ev_per_angstrom": [[-0.5, -0.2, -0.4], [-0.2, -0.1, 0.0], [0.9, 0.0, -0.9], [-0.5, 0.5, -0.6], [0.7, -0.1, 0.7], [-0.5, -1.5, -0.4], [0.5, -0.6, 0.2], [-1.3, 0.3, 0.7], [-0.3, -0.3, -0.1], [0.0, 0.4, -0.3], [0.3, 0.1, -0.1], [-1.4, 1.5, -0.5], [0.0, 0.1, 0.1], [-0.4, -0.2, 0.0], [0.1, 0.1, -0.1], [-0.2, 0.2, -0.1], [0.7, -0.4, -0.6], [1.2, 0.0, 0.8], [-0.8, -0.3, 0.1], [0.0, 0.4, -0.2], [-1.1, -0.8, 1.0], [-0.6, 0.5, 1.5], [-0.1, 0.3, 0.6], [0.4, 0.0, -0.3], [0.3, -0.3, -1.0], [-0.5, -0.2, 0.8], [0.1, -0.8, -4.1], [1.0, 0.6, -0.2], [0.1, 0.1, -0.1], [-0.4, -1.1, 0.9], [0.2, 0.0, -0.2], [-0.4, -0.1, 0.2], [0.2, -0.4, -0.2], [0.2, -0.1, -0.4], [1.3, 0.0, -0.5], [0.4, 0.4, -0.5], [1.1, 0.0, 0.0], [0.5, -0.3, 0.3], [-0.8, 0.3, 0.3], [0.1, -0.2, 0.0], [0.0, 0.6, -0.6], [0.2, 0.5, -0.3], [0.5, 1.9, -0.2], [0.0, -1.8, 1.8], [-0.5, -0.1, -0.1], [-0.6, 0.6, 4.6], [-0.6, 0.1, 0.1], [0.2, 1.1, -1.2], [0.3, -0.1, 0.4], [0.0, -0.3, -0.3], [0.0, -0.5, -0.3], [0.3, -0.2, -0.2]]
}

=====

[4]
{
  "formula": "C20H16Cl5N5O3OsS2Se",
  "method": "wB97M-V/def2-TZVPD",
  "gap_ev": [7.36, 3.82],
  "s2": 6.04,
  "lumo_ev": [-5.48, -9.03],
  "energy_ha": -6860.09761,
  "charge": 2,
  "spin_multiplicity": 5,
  "symbols": ["H", "H", "O", "H", "C", "O", "C", "C", "H", "Os", "H", "C", "C", "C", "Cl", "C", "H", "C", "C", "Cl", "C", "C", "O", "N", "H", "C", "Se", "S", "C", "H", "S", "N", "N", "Cl", "C", "H", "C", "C", "H", "C", "C", "H", "H", "H", "N", "H", "H", "C", "Cl", "C", "H", "N", "Cl"],
  "coordinates": [[-2.50709, 1.29631, -4.54607], [3.46429, 3.18191, -2.77006], [-0.28735, -3.44153, -0.95051], [4.99537, -0.45899, 0.46615], [3.45652, 2.31949, -2.13220], [0.82374, 2.82785, -0.29845], [-1.65480, 3.50129, 1.02999], [-1.47720, 1.62741, 2.55659], [-4.82234, 4.51448, 3.20332], [-0.02034, -1.40344, -0.59027], [4.57756, 2.77080, -0.28275], [-0.51554, -4.72703, 2.41234], [-0.85467, -5.61980, -0.26640], [-1.98690, 0.94721, -3.67209], [-1.15773, -7.14508, 3.37320], [-0.31685, -3.86115, 1.37776], [-4.69869, 3.18280, 4.28499], [-1.08468, -6.50218, 0.77147], [-1.73605, -0.33167, -3.32048], [0.20371, -2.21166, 1.65614], [-0.91562, -6.07814, 2.10995], [4.14973, 0.18902, 0.68935], [1.28618, 1.09666, 1.46508], [-0.12624, 0.57138, -0.42712], [1.25057, 0.35486, -3.61433], [-1.00312, 2.33931, 1.44983], [2.37544, -1.52863, -1.53231], [-1.36488, 2.08297, -2.51057], [-2.59239, 2.06395, 3.22393], [-0.94517, 0.75515, 2.90754], [0.38360, 1.79558, 0.59600], [-1.05566, -0.42438, -2.12666], [-4.35102, 3.66959, 3.47678], [-1.56152, -8.09966, 0.45304], [-0.47812, -4.24969, 0.00936], [4.44503, 0.96722, 1.38682], [2.16612, 0.92228, -3.76930], [4.00566, 2.11676, -0.91263], [1.93376, 1.88793, -4.20820], [-0.80780, 0.76594, -1.59657], [2.95904, 0.26113, -1.49843], [-1.26342, 4.06758, 0.19759], [-2.01357, -1.21860, -3.86263], [-2.94974, 1.52856, 4.09220], [3.69186, 0.83485, -0.53581], [-3.26472, 4.85110, 1.38666], [2.83159, 0.36600, -4.42803], [-2.77133, 3.94148, 1.69948], [-0.28121, -4.25096, 4.02238], [-3.26432, 3.23197, 2.80925], [3.32770, -0.38034, 1.11496], [2.81539, 1.15747, -2.48512], [-1.01278, -6.05536, -1.88516]],
  "forces_ev_per_angstrom": [[0.0, 0.0, -0.1], [0.0, 0.1, 0.0], [-0.1, -0.2, 0.2], [0.0, 0.0, 0.0], [0.1, 0.0, 0.1], [0.1, 0.0, 0.1], [-0.1, 0.0, 0.0], [0.0, 0.1, 0.0], [0.0, -0.1, 0.0], [0.1, 0.4, -0.5], [0.0, 0.0, 0.0], [0.0, 0.0, -0.2], [0.0, 0.0, 0.1], [0.0, -0.1, 0.0], [0.0, -0.1, 0.1], [0.0, -0.1, 0.1], [0.0, 0.1, -0.1], [0.0, 0.1, 0.0], [0.0, 0.1, 0.0], [0.0, -0.2, 0.2], [0.0, 0.2, -0.1], [-0.1, 0.0, 0.0], [0.0, 0.0, 0.1], [-0.2, 0.0, 0.0], [0.0, 0.0, 0.0], [-0.1, 0.0, 0.0], [-0.1, -0.2, 0.0], [0.0, -0.1, 0.0], [0.0, 0.0, 0.0], [0.0, -0.1, 0.0], [0.1, -0.1, -0.1], [-0.1, -0.1, 0.1], [-0.1, 0.0, 0.0], [0.0, 0.0, 0.0], [0.1, 0.1, -0.1], [0.0, 0.0, 0.0], [0.0, 0.0, 0.0], [0.0, 0.0, -0.1], [0.0, 0.0, 0.0], [0.0, 0.1, 0.1], [0.0, -0.1, 0.1], [0.0, 0.0, 0.0], [0.0, 0.0, -0.1], [0.0, 0.0, 0.0], [0.0, 0.0, -0.1], [0.0, 0.0, 0.0], [0.0, 0.0, 0.0], [0.1, 0.0, 0.0], [0.0, 0.1, 0.0], [0.0, 0.0, 0.0], [0.1, 0.0, 0.0], [0.0, 0.0, 0.0], [0.0, -0.1, 0.0]]
}

=====

[5]
{
  "formula": "C20H16ClFO2S",
  "method": "wB97M-V/def2-TZVPD",
  "gap_ev": 6.25,
  "lumo_ev": -1.65,
  "e_above_lowest_ev": 3.987,
  "energy_ha": -1880.26494,
  "spin_multiplicity": 1,
  "symbols": ["H", "C", "C", "H", "C", "H", "H", "H", "C", "C", "C", "H", "O", "H", "H", "C", "C", "H", "C", "C", "O", "C", "S", "C", "C", "C", "C", "H", "H", "H", "H", "C", "H", "C", "C", "H", "Cl", "C", "C", "H", "F"],
  "coordinates": [[-3.71153, 1.73295, 0.23162], [2.14552, 0.02804, 2.41192], [3.48335, 0.25082, -3.23487], [2.52425, 1.50095, -1.75631], [1.92994, 0.51839, 1.09113], [-3.78616, -2.53530, 0.40509], [2.53818, 3.84039, 1.71697], [-6.05989, 1.76549, -0.57736], [1.57532, -0.39052, 0.00570], [2.96363, -1.86849, -1.46210], [2.44798, 2.77056, 1.92745], [-7.32039, -0.37769, -0.76801], [-1.89682, 0.94971, 1.81504], [-1.10158, -1.28155, -0.67449], [1.99224, -1.03077, 2.63986], [2.66725, 2.25815, 3.21106], [3.90029, -1.05634, -3.49244], [0.75375, -1.15403, 0.22490], [2.80154, 0.48982, -2.04426], [2.08914, 1.92207, 0.89077], [-1.97189, -1.58179, 2.00199], [3.73428, -2.11341, -2.59820], [-1.99831, -0.36418, 1.21698], [-5.63060, -1.59969, -0.23528], [-0.71457, -0.45177, -0.08237], [2.50934, 0.88894, 3.44954], [-4.31393, -1.60332, 0.22758], [2.83060, -2.67167, -0.72907], [4.19549, -3.09302, -2.78358], [3.70748, 1.05041, -3.93868], [-6.13736, -2.54674, -0.41071], [-4.27317, 0.81074, 0.13040], [1.78934, 2.35227, -0.06600], [-3.66028, -0.39308, 0.47086], [-6.27929, -0.38660, -0.46513], [2.92014, 2.94494, 4.02680], [-0.62132, 1.01671, -1.02780], [2.42181, -0.57778, -1.17309], [-5.58895, 0.81720, -0.32939], [2.68179, 0.50853, 4.46710], [4.46338, -1.33933, -4.71363]],
  "forces_ev_per_angstrom": [[-0.1, -0.1, 0.1], [-0.4, 0.1, -0.4], [0.1, -0.4, 0.4], [-0.1, -0.2, -0.4], [-0.1, 1.4, 0.8], [-0.1, 0.1, 0.1], [0.0, -0.4, 0.2], [0.0, -0.2, 0.1], [0.0, -2.7, 1.8], [-0.4, 0.4, 0.4], [0.1, -0.1, 0.1], [0.1, 0.0, -0.1], [0.2, -0.6, 0.1], [0.5, -0.1, -0.4], [0.1, 0.3, -0.2], [-0.1, 0.1, -0.2], [0.0, -0.3, -0.8], [2.5, -0.2, 0.6], [-0.3, -0.7, 0.4], [-0.4, -0.8, 0.0], [0.7, 0.4, -0.4], [-0.1, 0.4, 0.1], [-0.5, 0.8, 0.1], [0.3, 0.1, 0.1], [-1.4, 0.5, -0.1], [0.2, 0.2, 0.0], [0.1, 0.1, 0.0], [-0.2, 0.3, -0.4], [-0.4, 0.6, 0.0], [-0.1, -0.3, 0.2], [0.0, 0.2, 0.1], [0.1, 0.0, 0.0], [0.3, -0.1, 0.3], [0.3, 0.0, -0.7], [0.2, 0.0, -0.1], [0.0, -0.4, -0.3], [-1.0, 0.7, -0.6], [0.1, 0.4, -1.6], [0.2, -0.2, 0.1], [-0.2, 0.1, -0.6], [-0.2, 0.4, 1.1]]
}